The following is a DFT calculation (wB97M-V/def2-TZVPD) of a gas-phase ion, C13H25N2O (charge +1) at a distorted geometry.

Results
Electronic energy = -694.738360 Ha
Max |F| = 0.03391 hartree/bohr
HOMO level = -12.8 eV
Structure (SMILES) = C#CC[C@@H]1O[C@@H]([C@H](C)CCC)C[NH2+][C@H]1CN
Kohn-Sham gap = 9.555 eV

Structure (ORCA input):
```
! RIJCOSX wB97M-V def2-TZVPD def2/J DEFGRID3
* xyz 1 1
C 0.716 2.971 2.621
C 1.355 2.397 1.779
C 2.119 1.672 0.760
C 1.216 0.508 0.227
O 0.530 -0.012 1.354
C -0.171 -1.227 1.136
C -1.589 -1.021 0.518
C -1.612 -0.937 -1.012
C -2.325 0.124 1.272
C -2.941 1.248 0.411
C -1.936 2.214 -0.240
C 0.648 -2.335 0.438
N 2.004 -1.908 -0.046
C 2.149 -0.498 -0.504
C 2.029 -0.315 -2.039
N 1.434 -1.463 -2.744
H -0.046 3.221 3.316
H 3.055 1.292 1.166
H 2.289 2.349 -0.080
H 0.494 0.996 -0.431
H -0.383 -1.609 2.136
H -2.121 -1.947 0.772
H -2.623 -0.733 -1.366
H -1.338 -1.877 -1.502
H -0.977 -0.162 -1.444
H -1.706 0.609 2.031
H -3.158 -0.325 1.820
H -3.656 0.832 -0.301
H -3.553 1.847 1.093
H -1.651 1.866 -1.235
H -2.463 3.156 -0.414
H -1.082 2.441 0.399
H 0.827 -3.139 1.154
H 0.122 -2.821 -0.381
H 2.650 -2.033 0.733
H 2.310 -2.588 -0.749
H 3.166 -0.203 -0.253
H 1.537 0.634 -2.271
H 3.045 -0.200 -2.430
H 0.895 -1.082 -3.514
H 0.740 -1.941 -2.181
*
```

Here are the natural (NBO) charges for atoms 1 to 4, given in e:
1. C -0.20
2. C -0.02
3. C -0.48
4. C 0.10

The following is a DFT calculation (wB97M-V/def2-TZVPD) of a gas-phase ion, C13H25N2O4 (charge +1) at a distorted geometry.

Results
Electronic energy = -920.345304 Ha
Max |F| = 0.04642 hartree/bohr
HOMO level = -11.8 eV
Structure (SMILES) = C#C[C@H]1OC[N@@H+](COO)[C@@]1(N)CCCCCOCC
Kohn-Sham gap = 8.890 eV

Structure (ORCA input):
```
! RIJCOSX wB97M-V def2-TZVPD def2/J DEFGRID3
* xyz 1 1
C 0.521 1.064 4.022
C 0.151 1.751 3.123
C -0.534 2.714 2.278
O 0.376 3.632 1.637
C 0.040 3.854 0.314
N -0.595 2.551 -0.127
C 0.494 1.588 -0.594
O 1.206 1.072 0.453
O 2.408 1.839 0.563
C -1.388 2.188 1.102
N -2.495 3.201 1.029
C -2.053 0.809 1.180
C -1.189 -0.472 1.175
C -1.158 -1.185 -0.201
C 0.187 -1.803 -0.570
C 0.013 -2.901 -1.636
O 1.069 -2.841 -2.566
C 1.529 -4.094 -3.063
C 2.935 -4.419 -2.546
H 0.863 0.472 4.844
H -1.202 3.339 2.869
H -0.633 4.686 0.111
H 0.978 4.057 -0.199
H -1.236 2.646 -0.914
H 1.156 2.160 -1.242
H 0.033 0.811 -1.197
H 2.533 1.876 1.525
H -3.064 3.031 0.203
H -3.117 3.061 1.815
H -2.587 0.844 2.129
H -2.813 0.739 0.403
H -1.682 -1.159 1.862
H -0.196 -0.310 1.577
H -1.901 -1.981 -0.199
H -1.476 -0.479 -0.975
H 0.654 -2.249 0.307
H 0.887 -1.088 -0.998
H -0.940 -2.751 -2.157
H -0.036 -3.869 -1.131
H 1.573 -4.027 -4.150
H 0.823 -4.891 -2.833
H 2.927 -5.254 -1.847
H 3.330 -3.560 -2.009
H 3.608 -4.652 -3.366
*
```

Here are the natural (NBO) charges for atoms 1 to 4, given in e:
1. C -0.11
2. C -0.11
3. C 0.00
4. O -0.49

The following is a DFT calculation (wB97M-V/def2-TZVPD) of 4 unconnected molecules or ions with the total composition C13H26B2N4O3 at a distorted geometry.

Results
Electronic energy = -1005.381654 Ha
Max |F| = 0.02361 hartree/bohr
HOMO level = -8.2 eV
Structure (SMILES) = CN(C)B(O)BCCCCOC=O.CC#N.CC#N.CC#N
Kohn-Sham gap = 8.288 eV

Structure (ORCA input):
```
! RIJCOSX wB97M-V def2-TZVPD def2/J DEFGRID3
* xyz 0 1
C 1.127 0.701 0.323
N 1.193 2.153 0.558
C 1.534 2.841 -0.685
B -0.061 2.604 1.184
O -0.176 2.451 2.549
B -1.426 3.172 0.302
C -2.780 3.629 0.926
C -3.927 2.686 0.491
C -3.729 1.256 1.020
C -2.906 0.306 0.163
O -3.401 0.182 -1.181
C -2.730 0.847 -2.147
O -1.536 0.779 -2.317
H 0.676 0.215 1.189
H 2.138 0.300 0.199
H 0.521 0.471 -0.568
H 0.932 2.499 -1.539
H 1.390 3.917 -0.572
H 2.589 2.666 -0.922
H 0.705 2.240 2.905
H -1.381 3.149 -0.897
H -2.764 3.735 2.017
H -2.992 4.628 0.510
H -4.018 2.721 -0.599
H -4.876 3.063 0.889
H -3.198 1.330 1.978
H -4.704 0.805 1.232
H -1.840 0.574 0.147
H -2.960 -0.694 0.603
H -3.406 1.426 -2.792
C 0.588 -1.818 3.739
C 1.335 -0.571 3.761
N 1.924 0.413 3.779
H 1.210 -2.617 3.343
H 0.258 -2.079 4.743
H -0.286 -1.719 3.097
C 2.039 -2.191 -1.972
C 2.067 -2.475 -0.546
N 2.090 -2.703 0.578
H 1.045 -1.873 -2.282
H 2.741 -1.394 -2.215
H 2.307 -3.075 -2.546
C 4.504 -5.930 -2.834
C 3.346 -5.419 -3.554
N 2.431 -5.016 -4.115
H 4.416 -7.005 -2.693
H 5.416 -5.725 -3.390
H 4.578 -5.458 -1.855
*
```

Here are the natural (NBO) charges for atoms 1 to 4, given in e:
1. C -0.42
2. N -0.72
3. C -0.41
4. B 0.77

The following is a DFT calculation (wB97M-V/def2-TZVPD) of a molecular structure, C13H26Cl2FHfO12 at a distorted geometry.

Results
Electronic energy = -2481.052428 Ha
Max |F| = 0.22196 hartree/bohr
HOMO level = -17.3 eV
Kohn-Sham gap = 4.476 eV

Structure (ORCA input):
```
! RIJCOSX wB97M-V def2-TZVPD def2/J DEFGRID3
* xyz 3 1
Hf -21.037 23.048 4.050
F -19.061 22.034 3.791
C -18.679 26.708 7.721
O -19.438 25.812 6.835
C -18.950 24.665 6.422
O -19.634 23.868 5.750
O -17.695 24.537 6.644
C -16.904 23.530 6.023
H -18.074 27.387 7.126
H -18.177 26.127 8.488
H -19.461 27.293 8.200
H -17.395 22.568 6.171
H -15.925 23.429 6.487
H -16.717 23.742 4.973
C -20.053 27.619 3.320
O -19.052 27.000 2.495
C -18.866 25.706 2.618
O -19.542 24.934 3.308
O -17.949 25.367 1.750
C -17.206 24.154 1.887
H -19.888 27.349 4.367
H -21.119 27.488 3.148
H -19.781 28.673 3.327
H -16.434 24.126 1.123
H -17.784 23.240 1.728
H -16.783 24.059 2.884
C -22.608 19.186 1.251
O -21.760 18.821 2.323
C -21.348 19.607 3.284
O -21.538 20.830 3.349
O -20.472 19.031 4.041
C -20.412 17.635 4.288
H -22.988 18.282 0.776
H -22.066 19.571 0.386
H -23.429 19.834 1.552
H -20.211 17.072 3.377
H -21.356 17.274 4.695
H -19.597 17.427 4.976
C -20.840 24.597 -0.407
O -20.385 23.225 -0.460
C -20.404 22.522 0.624
O -20.855 22.841 1.742
O -19.902 21.318 0.486
C -19.631 20.677 -0.736
H -21.506 24.824 0.426
H -21.412 24.760 -1.316
H -20.009 25.292 -0.300
H -19.508 21.445 -1.504
H -20.476 20.064 -1.042
H -18.661 20.194 -0.830
C -16.534 19.769 3.170
Cl -17.692 19.193 1.895
Cl -15.260 18.550 3.462
H -16.022 20.675 2.859
H -17.052 19.990 4.098
*
```

Here are the Mulliken charges for atoms 1 to 4, given in e:
1. Hf 2.05
2. F -0.22
3. C -0.69
4. O -0.32